[1]
ORCA calculation (ωB97M-V with the def2-TZVPD basis set) on C3H4Cl2N4 in the gas phase in a non-equilibrium geometry.

XYZ file:
```
13
C3H4Cl2N4 (ωB97M-V with the def2-TZVPD basis set)
C -0.756 0.377 -0.333
C -0.905 -0.544 0.794
C 0.640 0.359 -0.660
N 1.210 -0.872 -0.620
N 0.753 -1.946 -0.105
N -0.341 -1.740 0.775
N 1.374 1.494 -0.438
Cl -1.857 -0.059 2.075
Cl -1.926 0.117 -1.739
H -1.083 1.287 0.028
H -0.364 -2.432 1.500
H 2.355 1.581 -0.704
H 0.899 2.377 -0.574
```

Properties
Energy above the lowest of the compared OMol25 structures with the same formula, charge and spin in kcal/mol: 21.7
E_LUMO (alpha / beta) in eV: 0.3 / 0.3
DFT total energy in eV: -34178.0691


[2]
ORCA calculation (ωB97M-V with the def2-TZVPD basis set) on CH3NS2 in the gas phase in a non-equilibrium geometry.

XYZ file:
```
7
CH3NS2 (ωB97M-V with the def2-TZVPD basis set)
C -0.138 0.052 0.683
N 0.292 0.623 -0.332
S -0.249 -1.682 0.798
S 1.083 0.306 -1.725
H -1.617 -1.590 0.806
H -0.632 0.757 1.379
H 1.261 1.535 -1.609
```

Properties
Spin multiplicity: 3
Energy above the lowest of the compared OMol25 structures with the same formula, charge and spin in kcal/mol: 68.7
E_LUMO (alpha / beta) in eV: 0.7 / -2.8
DFT total energy in eV: -24240.0106


[3]
ORCA calculation (ωB97M-V with the def2-TZVPD basis set) on 13 unconnected molecules or ions with the total composition C4H33NO13S in a non-equilibrium geometry.

XYZ file:
```
52
C4H33NO13S (ωB97M-V with the def2-TZVPD basis set)
C -0.085 -0.060 -0.242
N -0.075 1.039 0.787
C 1.288 1.307 1.253
C 1.713 2.778 1.128
S 1.298 3.521 -0.491
C 1.352 1.063 2.776
O 0.574 0.415 3.422
H -1.009 -0.588 -0.028
H -0.285 0.541 -1.141
H 0.829 -0.644 -0.284
H -0.530 0.653 1.612
H 2.043 0.702 0.732
H 1.186 3.369 1.883
H 2.772 3.020 1.217
H -0.025 3.259 -0.407
H 2.147 1.627 3.306
H 2.021 -1.324 -3.058
H 1.416 -2.026 -1.850
O 2.248 -1.918 -2.323
H -3.024 -0.808 -0.819
H -3.194 -1.381 0.654
O -3.646 -1.074 -0.144
H 0.546 -1.750 3.886
H 1.070 -2.550 2.834
O 0.270 -2.537 3.393
H -2.194 -1.287 4.070
H -2.814 -0.798 2.678
O -2.765 -0.665 3.622
H -2.563 2.699 -2.209
H -2.036 2.499 -3.662
O -2.135 3.149 -2.967
H 4.016 0.048 -0.579
H 2.933 -0.862 -1.078
O 3.448 -0.663 -0.259
H -3.644 2.133 -0.260
H -2.116 2.434 -0.050
O -2.761 2.003 -0.622
H 2.179 -1.181 1.460
H 3.226 -2.186 1.134
O 2.706 -1.866 1.880
H 1.627 1.014 -2.609
H 2.566 1.586 -3.798
O 2.353 0.858 -3.218
H -2.612 -2.072 -2.047
H -1.942 -3.465 -2.238
O -1.920 -2.547 -2.513
H -0.810 -2.468 1.364
H -2.094 -2.868 2.077
O -1.682 -2.140 1.602
H -0.839 -0.642 -2.921
H -0.786 0.574 -3.789
O -0.240 0.079 -3.167
```

Properties
Energy above the lowest of the compared OMol25 structures with the same formula, charge and spin in kcal/mol: 81.1
E_LUMO in eV: -0.1
DFT total energy in eV: -43625.4409


[4]
ORCA calculation (ωB97M-V with the def2-TZVPD basis set) on a molecular structure, C4H8N2O.

XYZ file:
```
15
C4H8N2O (ωB97M-V with the def2-TZVPD basis set)
N -0.110 2.226 -1.183
C -0.486 1.687 -0.094
O -1.509 1.611 0.682
C 0.150 0.758 0.833
N 0.157 -0.527 0.614
C 0.100 -1.852 1.111
C -0.390 -1.482 -0.264
H -0.857 2.776 -1.598
H 1.349 0.957 -1.717
H 1.809 0.364 -1.634
H 0.622 1.076 1.750
H 1.063 -2.338 1.178
H -0.647 -2.076 1.862
H 0.212 -1.717 -1.131
H -1.463 -1.462 -0.408
```

Properties
Energy above the lowest of the compared OMol25 structures with the same formula, charge and spin in kcal/mol: 117.8
E_LUMO in eV: 0.7
DFT total energy in eV: -9301.2833


[5]
ORCA calculation (ωB97M-V with the def2-TZVPD basis set) on 2 unconnected molecules or ions with the total composition C2H3NO in a non-equilibrium geometry.

XYZ file:
```
7
C2H3NO (ωB97M-V with the def2-TZVPD basis set)
C 1.405 1.508 -0.149
N 0.813 2.439 0.134
H 1.859 0.582 -0.385
C -1.018 -1.171 0.129
O -0.062 -0.706 -0.396
H -0.996 -1.333 1.167
H -2.000 -1.319 -0.499
```

Properties
SMILES string: C#N.C=O
Energy above the lowest of the compared OMol25 structures with the same formula, charge and spin in kcal/mol: 37.4
E_LUMO in eV: 0.6
DFT total energy in eV: -5658.2825


[6]
ORCA calculation (ωB97M-V with the def2-TZVPD basis set) on 3 unconnected molecules or ions with the total composition C7H21N3 in a non-equilibrium geometry.

XYZ file:
```
31
C7H21N3 (ωB97M-V with the def2-TZVPD basis set)
C -1.752 -2.135 0.109
C 1.801 -1.889 1.612
C -2.063 -1.324 1.356
N 1.311 -1.597 0.281
H 1.462 -2.399 -0.324
H -2.630 -2.206 -0.532
H -1.440 -3.143 0.374
H 1.201 -2.695 2.042
H 1.681 -1.006 2.242
H 2.856 -2.198 1.654
H -2.304 -0.297 1.090
H -1.204 -1.313 2.022
H -2.910 -1.746 1.893
C 1.571 0.829 -1.474
C -0.661 0.168 -1.978
C -0.158 3.250 -0.990
C 0.131 1.708 0.853
N 0.237 0.959 -1.421
N -0.325 1.895 -0.510
H -0.751 3.909 -0.357
H -0.558 2.234 1.512
H 1.761 -0.745 -0.208
H 2.177 1.610 -1.067
H 1.979 0.256 -2.284
H -1.695 0.359 -1.780
H -0.977 -1.611 -0.497
H -0.349 -0.515 -2.744
H 0.886 3.595 -0.976
H -0.545 3.315 -2.006
H 1.146 2.091 1.031
H 0.124 0.643 1.074
```

Properties
Energy above the lowest of the compared OMol25 structures with the same formula, charge and spin in kcal/mol: 91.7
E_LUMO in eV: 1.0
DFT total energy in eV: -12065.9195


Question: Look up the energy above the lowest of the compared OMol25 structures with the same formula, charge and spin of the sixth one.
Answer: 91.7 kcal/mol